No. 1
C19H21N3O4S2 | wB97M-V/def2-TZVPD

Properties
HOMO level: -7.94 eV
F_max: 0.0193 Eh/bohr
molecular weight: 419.53 g/mol
SMILES: CCOC(=O)N1CCN(C(=O)/C(=C/c2cccs2)NC(=O)c2cccs2)CC1
ΔE to the lowest compared entry with this formula, charge and spin: 1.024 eV
E_tot: -1998.25901 Ha

```
49
Properties=species:S:1:pos:R:3:forces:R:3:mulliken_charge:R:1
C 3.73203 -2.40444 3.34730 -0.3 0.1 -0.2 -1.313
C 2.31214 -1.96057 3.02157 0.3 0.3 0.4 -0.255
O 1.90356 -2.41282 1.73585 -0.1 -0.1 -0.2 -0.325
C 2.27245 -1.63751 0.69863 0.1 -0.2 -0.1 0.742
O 2.93678 -0.63062 0.79933 0.1 0.4 0.2 -0.678
N 1.87648 -2.16567 -0.48676 -0.1 0.0 0.0 0.239
C 2.12492 -1.41819 -1.69446 0.1 0.2 0.0 -1.275
C 0.85492 -0.66814 -2.12204 0.3 0.2 -0.1 -0.306
N -0.30723 -1.50317 -1.88995 0.0 -0.1 -0.1 0.236
C -1.47190 -1.02678 -1.39736 -0.1 -0.1 -0.4 0.204
O -2.41766 -1.72754 -1.10030 -0.2 0.0 0.2 -0.688
C -1.60912 0.48070 -1.38361 -0.3 0.0 -0.7 0.471
C -1.95671 1.11860 -2.51779 0.3 -0.8 0.6 -0.598
C -2.22106 2.50931 -2.73622 -0.1 0.8 0.0 0.363
C -2.67814 3.05236 -3.91193 0.1 -0.3 0.3 -0.596
C -2.83631 4.44967 -3.86708 0.0 0.3 0.2 -0.507
C -2.49580 4.97978 -2.66447 0.0 -0.1 0.2 -0.496
S -1.96985 3.77375 -1.55833 -0.1 -0.1 -0.7 -0.089
N -1.48860 1.07757 -0.14373 -0.1 0.3 0.0 0.276
C -0.96221 0.43797 0.94872 0.2 -0.2 0.0 0.351
O -0.46688 -0.67088 0.88270 0.0 0.2 0.1 -0.572
C -1.01938 1.19526 2.19820 -0.1 0.4 0.6 0.200
C -0.59202 0.73467 3.41597 -0.1 0.0 -0.5 -0.404
C -0.76044 1.67303 4.44919 -0.1 0.2 0.1 -0.778
C -1.31298 2.83658 4.01095 -0.1 0.1 -0.3 -0.300
S -1.64114 2.81169 2.32978 0.2 -0.4 0.4 -0.208
C -0.04099 -2.92123 -1.79177 -0.1 -0.2 0.1 -1.198
C 0.85019 -3.18908 -0.57226 -0.2 -0.3 0.1 -0.522
H 3.98928 -2.09888 4.35770 0.1 0.0 0.1 0.400
H 4.42749 -1.94391 2.65030 0.1 0.0 0.0 0.326
H 3.81499 -3.48582 3.26899 0.0 -0.1 0.0 0.311
H 2.24626 -0.86776 3.05268 -0.1 -0.2 0.0 0.291
H 1.59486 -2.40176 3.71806 0.0 0.1 -0.1 0.390
H 2.92570 -0.70655 -1.48873 -0.1 -0.1 -0.1 0.433
H 2.45314 -2.11038 -2.47555 0.0 0.1 0.0 0.366
H 0.91767 -0.39573 -3.18385 0.1 0.1 0.1 0.376
H 0.76611 0.24735 -1.53415 0.1 -0.1 -0.1 0.317
H -2.06823 0.50694 -3.40268 0.0 -0.1 0.0 0.392
H -2.89966 2.45605 -4.77879 0.0 -0.2 -0.1 0.435
H -3.18834 5.03746 -4.69586 0.0 0.1 -0.1 0.390
H -2.51598 6.00341 -2.34832 0.0 0.2 0.0 0.429
H -1.85660 2.01370 -0.03241 0.0 -0.2 0.1 0.113
H -0.17936 -0.24945 3.54135 0.1 -0.2 0.0 0.568
H -0.48420 1.49464 5.47263 0.0 0.0 0.2 0.414
H -1.54994 3.71591 4.57691 0.0 0.2 0.1 0.456
H -0.99866 -3.42927 -1.67138 0.2 0.0 -0.1 0.466
H 0.43324 -3.25870 -2.71766 -0.1 0.0 0.0 0.328
H 1.30936 -4.18223 -0.64548 -0.1 0.0 0.0 0.440
H 0.24782 -3.13929 0.33610 0.0 -0.1 -0.2 0.383
```
Forces are in eV/Å.

***

No. 2
C19H21N3OS | wB97M-V/def2-TZVPD

Properties
HOMO level: -7.63 eV
F_max: 0.2739 Eh/bohr
molecular weight: 339.46 g/mol
ΔE to the lowest compared entry with this formula, charge and spin: 17.451 eV
E_tot: -1373.70516 Ha

```
45
Properties=species:S:1:pos:R:3:forces:R:3:mulliken_charge:R:1
C -8.02686 -1.24561 -0.79813 -1.8 -0.2 -4.2 -0.694
H -7.45917 -1.56825 -1.82675 -1.7 0.7 2.1 0.313
O -7.06773 -1.37896 0.18731 -9.3 -4.1 0.9 -0.363
C -5.96800 -0.85972 0.21489 4.4 3.6 -3.6 0.699
C -5.19303 -1.26391 1.19930 0.0 -1.2 5.9 -0.356
C -4.03961 -0.57797 1.52428 1.2 -1.7 4.5 -0.457
C -3.59930 0.25543 0.65770 2.6 6.8 -10.0 0.901
C -4.33818 0.66887 -0.72917 -2.1 -2.2 4.2 -0.875
C -5.61103 0.07261 -0.82653 7.2 -0.6 6.3 -0.810
H -6.11227 0.23381 -1.61037 -4.4 1.2 -5.6 0.690
H -4.03946 1.52230 -1.35556 0.2 -1.0 0.5 0.197
N -2.35785 1.05220 0.60951 1.6 -4.3 8.8 -0.246
C -1.39468 1.47989 -0.21032 0.8 3.6 3.9 0.490
N -0.30616 2.24188 0.57742 -8.5 -1.9 -4.1 -0.113
H -0.17029 1.84873 1.36664 1.0 -3.4 7.0 0.266
C 0.73906 2.72478 0.00082 7.8 0.7 2.2 -1.828
C 2.05630 1.70196 0.01425 -3.9 11.3 4.9 0.803
C 1.96701 0.58190 -0.58899 1.3 -5.2 -5.4 -0.062
C 3.21905 -0.08920 -0.62448 -4.3 -4.9 0.6 0.444
C 4.21184 0.27463 0.30847 -1.3 -5.9 -7.1 0.527
C 4.20701 1.45738 0.73684 1.2 10.8 9.0 -0.370
C 3.01895 2.35713 0.86290 3.0 -6.7 -3.9 -1.094
H 3.11858 3.34161 1.24938 -0.5 0.4 0.2 0.375
H 5.04044 1.84892 1.57675 -1.4 -1.2 -2.6 0.007
N 5.18040 -0.59296 -0.11209 6.7 -2.5 5.1 0.031
C 4.77035 -1.77251 -0.64373 -5.7 -0.2 -1.9 1.137
C 3.44147 -1.66911 -1.06987 7.3 9.3 7.6 -1.504
H 2.83834 -1.93517 -1.71351 -5.5 -3.9 -6.1 0.520
C 5.41140 -3.05666 -0.77128 2.2 4.7 -10.0 -1.587
H 4.95824 -3.74785 -1.43140 -1.2 -0.5 -0.1 0.356
H 5.75293 -3.40920 0.00333 3.5 -4.0 8.1 0.476
H 6.39130 -2.80297 -1.52091 -1.8 -0.8 2.1 0.285
C 6.51043 -0.71129 0.76285 -1.9 -0.9 -7.4 -1.320
H 7.24380 -0.97152 -0.03348 0.1 0.9 1.0 0.326
H 6.58551 0.11994 1.27891 1.0 4.8 1.5 0.528
H 6.62375 -1.37332 1.49071 -0.7 -3.9 2.9 0.434
H 1.17139 0.33559 -1.41911 1.2 0.5 2.1 0.222
H 0.51484 2.93389 -0.90023 -1.4 1.2 -7.0 0.826
H 0.99475 3.77228 0.35414 0.3 -1.1 0.3 0.310
S -1.78017 2.07142 -1.61194 0.4 0.6 -4.5 -0.496
H -1.81780 0.69054 1.80247 -1.7 1.6 -4.4 0.198
H -3.51456 -0.62989 2.58061 -1.0 -0.3 -2.3 0.173
H -5.68282 -1.80422 2.13860 0.9 0.7 -2.6 0.181
H -9.01125 -1.99515 -0.67224 3.1 2.0 0.2 0.206
H -8.47694 -0.13225 -1.02802 1.3 -2.5 1.0 0.253
```
Forces are in eV/Å.

***

No. 3
C19H21N3S | wB97M-V/def2-TZVPD

Properties
HOMO level: -7.69 eV
F_max: 0.0787 Eh/bohr
molecular weight: 323.46 g/mol
SMILES: CCCc1nc(-c2cccc(NC)n2)c(-c2ccccc2C)s1
ΔE to the lowest compared entry with this formula, charge and spin: 3.478 eV
E_tot: -1298.99241 Ha

```
44
Properties=species:S:1:pos:R:3:forces:R:3:mulliken_charge:R:1
C 2.12378 -0.15517 5.67462 0.6 -0.3 -2.2 -0.882
C 3.47881 -0.28875 4.95684 0.9 0.2 -0.1 -0.489
C 3.94456 0.74638 3.84724 0.3 -2.7 -1.8 -0.575
C 3.01190 0.67432 2.65283 -1.6 0.8 -1.1 0.264
N 1.75876 1.09660 2.57467 0.6 -0.2 0.6 -0.606
C 1.15960 0.98541 1.30705 3.7 -0.4 1.1 -0.520
C -0.22946 1.36907 1.07305 -4.0 -0.6 0.0 0.300
C -1.18283 1.03828 2.09073 -1.2 -0.3 -2.2 -0.617
C -2.58897 0.95964 1.70522 2.6 0.1 1.2 -0.623
C -2.89774 1.35882 0.44660 -3.2 -1.3 0.8 -0.293
C -1.99324 1.72939 -0.47127 1.8 1.3 -0.9 0.503
N -2.29487 2.19289 -1.72486 0.1 -1.0 -0.3 -0.238
C -3.56242 1.99605 -2.48425 1.0 -0.2 1.8 -0.968
N -0.72216 1.73905 -0.15016 3.2 -0.1 0.6 -0.370
C 2.10025 0.43864 0.44106 -3.4 0.8 -0.6 0.230
C 1.77104 0.28064 -0.95379 0.0 -0.4 -4.0 0.513
C 2.43896 1.08518 -1.89545 1.6 0.9 1.2 -0.287
C 2.37098 0.92320 -3.25584 -0.4 1.1 0.2 -0.827
C 1.50822 0.00484 -3.82207 1.4 1.1 -1.5 -0.381
C 0.77679 -0.75404 -2.97841 -2.2 -1.9 0.2 -0.535
C 0.84658 -0.60866 -1.58540 -0.2 -0.8 2.6 1.769
C -0.03124 -1.51260 -0.64945 1.4 2.4 -0.7 -2.053
S 3.59583 0.10030 1.08735 0.3 0.1 1.2 -0.241
H 1.80014 -1.04589 6.18302 0.1 -0.6 0.0 0.349
H 2.28433 0.55825 6.38499 -0.2 2.2 2.1 0.317
H 1.36906 0.16770 4.97584 -0.4 0.1 -0.1 0.098
H 4.26647 -0.25903 5.72786 -0.2 -0.4 -0.3 0.341
H 3.43347 -1.25429 4.48525 0.6 -0.5 -0.3 0.335
H 5.00782 0.50637 3.34407 -2.1 0.2 1.7 0.290
H 3.98319 1.74403 4.15513 0.0 1.5 0.8 0.327
H -0.83412 0.56876 2.96742 0.3 -0.1 1.1 0.387
H -3.40000 0.54345 2.33005 0.9 0.4 -0.1 0.363
H -3.90487 1.21793 0.11820 -0.7 0.2 -0.1 0.292
H -1.47907 2.56759 -2.18206 -0.1 -0.2 -0.3 0.264
H -3.97814 2.98826 -2.26602 -1.5 -0.8 -0.9 0.390
H -3.32560 1.79920 -3.51700 0.1 0.5 -0.4 0.291
H -4.13274 1.04828 -2.18074 0.6 1.7 0.1 0.262
H 3.13087 1.91561 -1.56794 -0.8 -1.1 0.0 0.314
H 2.87213 1.71326 -3.79322 0.2 -0.4 -0.6 0.351
H 1.50177 -0.03819 -4.92538 -0.4 -0.4 0.7 0.360
H 0.05498 -1.50656 -3.45606 1.0 1.0 1.1 0.271
H 0.37987 -1.64881 0.33544 0.0 0.4 0.4 0.299
H -0.06080 -2.42725 -1.07450 0.2 -3.4 -1.4 0.688
H -1.06811 -1.27438 -0.64686 -0.8 1.0 0.4 0.337
```
Forces are in eV/Å.

***

No. 4
C19H21N7O2 | wB97M-V/def2-TZVPD

Properties
HOMO level: -8.09 eV
F_max: 0.1028 Eh/bohr
molecular weight: 379.42 g/mol
SMILES: C[C@@H]1[C@H](C)NN[C@H]1C(=O)Nc1cnc2[nH]c(-c3cnccc3C(N)=O)cc2c1
ΔE to the lowest compared entry with this formula, charge and spin: 5.543 eV
E_tot: -1270.28866 Ha

```
49
Properties=species:S:1:pos:R:3:forces:R:3:mulliken_charge:R:1
C 3.24070 1.07901 -4.97966 0.0 -0.9 -0.5 -1.666
C 3.37290 1.34876 -3.46589 -1.1 -0.4 -1.1 0.482
C 4.59310 2.12801 -2.93503 1.0 -0.7 0.0 -0.025
C 5.86412 2.10007 -3.87204 -1.1 -0.2 1.3 -1.333
N 4.71979 1.45717 -1.61766 -1.4 0.1 0.0 -0.438
N 4.45195 0.05644 -1.92006 1.9 0.1 0.8 -0.319
C 3.24729 -0.01141 -2.65301 0.2 3.0 1.1 -0.499
C 1.88587 -0.14266 -1.93644 -1.6 -1.1 0.5 0.157
O 1.10340 -1.02004 -2.38008 1.6 2.6 1.8 -0.636
N 1.64643 0.72535 -0.77905 2.4 -1.3 -3.3 -0.051
C 0.55848 0.66485 0.05423 -1.4 -2.0 0.8 0.669
C 0.04415 1.80638 0.62055 1.3 2.1 -0.8 -0.615
N -1.07777 1.86229 1.27020 -1.1 0.3 1.7 -0.656
C -1.61708 0.69691 1.57038 -1.2 0.1 0.3 -0.406
N -2.74085 0.43056 2.32967 0.2 1.1 0.2 -0.049
C -2.88848 -0.90591 2.51278 -0.1 -2.8 1.0 0.110
C -3.72102 -1.70365 3.46986 -1.0 1.6 -0.9 1.182
C -3.11871 -2.64762 4.23538 0.4 -1.4 2.8 -0.650
N -3.78069 -3.43093 5.16059 2.4 0.4 -0.4 -0.583
C -5.06989 -3.37453 5.35225 -0.8 2.0 -2.9 -0.367
C -5.81659 -2.55387 4.46094 3.3 1.7 -1.3 -0.781
C -5.10706 -1.65316 3.54979 -1.4 -2.4 1.0 0.356
C -5.93174 -0.83553 2.62123 -0.2 3.6 0.1 0.445
N -5.49546 0.04091 1.67232 2.0 -0.6 -2.3 -0.363
O -7.06130 -0.49855 2.84039 -4.1 -2.4 2.4 -0.639
C -1.99694 -1.63133 1.79278 1.0 2.8 -0.9 -1.416
C -1.17707 -0.52780 1.19801 1.4 -4.3 -1.3 1.016
C -0.06940 -0.57132 0.37988 2.2 1.2 -1.6 -0.445
H 3.96130 0.40557 -5.52240 -0.1 0.5 1.2 0.305
H 3.34147 2.02493 -5.48622 -0.4 0.4 -0.5 0.445
H 2.26502 0.56598 -5.19817 0.6 0.9 0.3 0.406
H 2.52686 1.99723 -3.21509 -0.2 -0.3 0.0 0.228
H 4.44433 3.19181 -2.67628 -0.6 -0.5 -0.4 0.371
H 5.91550 1.13569 -4.38820 0.4 0.4 0.0 0.323
H 6.73860 2.31121 -3.25847 0.2 -0.4 0.1 0.393
H 5.81816 2.96998 -4.51787 -0.2 -0.2 -0.6 0.342
H 5.63720 1.63178 -1.29984 1.3 -0.5 0.6 0.280
H 4.67090 -0.69654 -1.26223 -0.2 1.1 0.2 0.274
H 3.45044 -0.87664 -3.17830 -0.9 -1.7 -1.9 0.572
H 2.33601 1.48981 -0.70932 -0.5 -0.7 0.1 0.247
H 0.62642 2.76757 0.51834 -0.8 -0.9 -0.1 0.310
H -3.09313 1.13505 2.90845 -0.9 0.9 1.0 0.155
H -2.01240 -2.67948 4.27285 -0.8 -0.4 -0.1 0.429
H -5.54818 -3.95653 6.10170 -0.1 -0.5 0.5 0.407
H -6.83746 -2.50554 4.31777 -2.2 -0.1 0.4 0.574
H -4.52263 -0.00007 1.38597 -0.7 0.2 -0.9 0.246
H -6.29539 0.31460 1.02817 2.0 -0.3 1.3 0.249
H -1.95263 -2.71289 1.72504 0.2 0.4 -0.1 0.558
H 0.47144 -1.40192 -0.09821 -1.0 -0.2 0.6 0.406
```
Forces are in eV/Å.

***

No. 5
C19H21N7O2 | wB97M-V/def2-TZVPD

Properties
HOMO level: -8.04 eV
F_max: 0.1173 Eh/bohr
molecular weight: 379.42 g/mol
SMILES: COCC#Cc1cnc(Nc2cnc(C#N)cn2)cc1NC[C@@H]1CNCCO1
ΔE to the lowest compared entry with this formula, charge and spin: 8.212 eV
E_tot: -1270.19057 Ha

```
49
Properties=species:S:1:pos:R:3:forces:R:3:mulliken_charge:R:1
C 1.37336 -5.71471 3.22635 0.1 -2.5 -1.0 -0.711
O 0.83166 -4.42631 3.28118 -1.8 0.0 0.0 -0.331
C -0.56540 -4.33476 2.73561 2.2 1.8 -0.5 -0.818
C -0.54173 -3.31051 1.61060 -0.3 3.3 -2.9 0.701
C -0.57052 -2.43256 0.69060 -0.1 -3.9 4.6 -0.389
C -0.71961 -1.34739 -0.22064 -2.8 -0.1 -0.8 0.132
C -2.02600 -0.91839 -0.65483 2.1 0.4 -0.1 -0.860
N -2.16699 0.09715 -1.52163 -0.6 -0.5 0.0 -0.585
C -1.08337 0.69826 -2.01320 0.8 -2.1 1.5 -0.178
N -1.20858 1.62353 -3.00110 5.0 -0.1 1.0 -0.070
C -2.35850 2.08457 -3.37612 -5.0 1.9 -2.6 0.429
C -3.34814 1.28558 -4.08977 -1.0 2.2 1.5 -0.146
N -4.55788 1.78624 -4.48321 1.1 1.2 0.8 -0.577
C -4.78112 3.13413 -4.22665 3.5 -0.8 1.8 0.528
C -6.00136 3.86016 -4.51100 2.4 -2.2 0.0 0.129
N -6.92558 4.39828 -4.87915 -2.0 1.3 -0.5 -0.414
C -3.71727 3.87451 -3.52911 -2.6 0.8 -1.5 -0.217
N -2.54732 3.38868 -3.15711 -0.9 0.0 -0.4 -0.622
C 0.21062 0.40363 -1.59527 0.0 1.0 -1.6 0.142
C 0.37420 -0.68649 -0.77725 1.8 0.2 1.2 0.670
N 1.62850 -1.06957 -0.40272 1.9 -0.6 -0.1 -0.244
C 2.84401 -0.21317 -0.52698 -3.2 1.4 -1.2 -1.243
C 2.85956 0.77583 0.66109 1.3 0.4 1.3 0.621
C 2.96134 0.07730 2.08968 1.1 0.0 -0.1 -0.728
N 3.22258 1.21457 3.08071 -1.4 0.1 -1.2 -0.473
C 2.04035 2.18739 3.07014 0.0 -2.9 0.2 -0.638
C 1.80007 2.76181 1.68408 -1.1 -3.4 1.8 -0.585
O 1.75042 1.69234 0.74121 -0.3 -0.8 -1.5 -0.237
H 0.64139 -6.57254 3.37343 0.4 1.2 0.2 0.282
H 1.78238 -5.94327 2.21416 -0.1 0.4 0.4 0.297
H 2.21192 -5.95021 3.92541 -0.7 1.0 -0.2 0.260
H -0.87864 -5.24171 2.28009 -0.1 -1.1 -0.1 0.408
H -1.25647 -4.06763 3.55072 0.4 0.1 -0.4 0.321
H -2.94302 -1.40245 -0.30538 0.4 0.2 0.0 0.430
H -0.39664 2.29212 -2.92842 -1.7 -0.6 -0.4 0.334
H -3.17063 0.22763 -4.01918 -0.3 -0.4 -0.8 0.451
H -3.95542 4.96795 -3.35837 0.6 -1.3 0.0 0.315
H 1.05187 1.00048 -2.06712 -1.1 -1.0 0.9 0.096
H 1.76239 -1.83088 0.26558 -0.6 0.4 -0.4 0.267
H 3.74496 -0.80160 -0.56364 0.2 -0.3 0.3 0.496
H 2.79715 0.35016 -1.56457 0.2 -1.0 2.2 0.273
H 3.82896 1.30994 0.42586 -0.8 0.1 0.9 0.095
H 3.84070 -0.65365 2.05741 -0.9 1.2 0.3 0.323
H 2.07001 -0.58748 2.33449 0.6 1.1 -0.4 0.316
H 3.34950 0.92538 4.05219 -0.1 -0.4 -0.6 0.266
H 1.10091 1.61743 3.36621 0.8 0.6 -0.2 0.300
H 2.23448 2.91229 3.83145 0.1 0.7 0.3 0.446
H 0.81759 3.20968 1.76730 0.0 0.4 -0.8 0.333
H 2.58932 3.34828 1.45688 2.3 2.6 -1.0 0.409
```
Forces are in eV/Å.